{"formula": "C7H16N2", "method": "the ωB97M-V functional and the def2-TZVPD basis", "symbols": ["H", "N", "C", "H", "H", "H", "C", "C", "H", "H", "C", "H", "H", "C", "N", "H", "H", "C", "H", "H", "H", "H", "H", "C", "H"], "coordinates": [[1.2916, -1.9722, 1.4107], [-1.3573, 1.2521, 0.2782], [-1.8395, -1.0579, -0.4243], [2.3050, 0.1939, 0.5440], [-1.4132, -1.9318, -0.9087], [0.6944, -1.0977, 2.8363], [1.5354, 0.1643, 1.3105], [1.1372, 1.3437, 1.8486], [2.4330, -1.3131, 2.5764], [0.1540, -0.2040, 0.1420], [-0.8702, 0.1155, -0.4309], [-0.8299, 2.3477, -1.6233], [0.6148, 1.3707, 2.7946], [1.4789, -1.1290, 2.0776], [-0.3597, 1.6929, -2.2497], [-2.1099, -1.3178, 0.5992], [-1.9337, 0.9691, 1.0638], [0.2040, -0.5848, -2.6555], [-2.7549, -0.7843, -0.9516], [0.8701, -1.2228, -2.0752], [0.7463, -0.1471, -3.4889], [-0.5952, -1.2082, -3.0564], [-0.5190, 1.7259, 0.7341], [-0.3772, 0.5102, -1.8102], [1.4950, 2.2845, 1.4585]], "forces_ev_per_angstrom": [[-0.04, -0.09, 0.08], [0.71, 1.06, 0.94], [-0.03, 0.29, -0.03], [-0.41, 0.04, -0.43], [0.03, -0.07, 0.01], [0.04, -0.06, -0.01], [1.22, 1.28, 1.77], [0.86, -1.11, -0.24], [-0.01, 0.07, -0.05], [-2.03, 0.07, -1.47], [1.93, -0.72, 0.88], [0.03, -0.23, 0.23], [-0.24, -0.01, 0.00], [-0.53, -0.07, -0.32], [-0.07, 0.32, -0.43], [0.04, -0.08, 0.04], [-0.08, -0.05, -0.10], [0.01, 0.03, -0.04], [-0.05, -0.02, -0.03], [0.03, -0.09, 0.04], [0.02, 0.01, 0.00], [-0.02, -0.10, -0.01], [-1.35, -0.53, -0.76], [0.09, -0.05, 0.15], [-0.15, 0.12, -0.22]], "relative_energy_ev": 2.0874, "homo_energy_ha": -0.33602, "smiles": "[H]/N=C(/C)[C@H](C)N.C=CC", "e_lumo_ev": 0.86, "charge": 0}

***

{"formula": "C3H10Cl2OSi2", "method": "the ωB97M-V functional and the def2-TZVPD basis", "symbols": ["O", "Si", "H", "H", "H", "H", "H", "H", "C", "C", "Cl", "H", "H", "Cl", "H", "C", "Si", "H"], "coordinates": [[-0.2430, 1.0881, -2.6836], [-0.4395, -0.0785, -1.6715], [1.3059, 0.1036, 0.2206], [0.0278, 1.9812, 0.8948], [-1.6043, 1.0032, 1.1174], [1.9996, 1.8408, -3.1699], [0.2559, 2.2218, -5.0016], [-1.3555, -1.2640, 1.0405], [0.1639, -0.0256, 0.1031], [-0.2567, -1.4420, 0.7434], [0.1511, 3.8795, -2.5779], [0.2120, -1.6761, 1.6224], [-1.7380, -0.7396, -2.1265], [1.5404, -2.0468, -2.2766], [-0.3805, -2.3319, 0.0595], [-0.4197, 1.0504, 1.1346], [0.6309, 2.2194, -3.5616], [-0.2375, 0.6564, 2.1024]], "forces_ev_per_angstrom": [[0.36, 1.38, -1.56], [1.06, -3.15, 0.45], [-1.68, -0.40, -0.91], [-0.06, 1.13, 0.31], [2.28, 0.68, -0.34], [0.11, 0.27, -0.58], [0.10, 0.04, 0.50], [1.34, -0.27, -0.20], [0.69, -0.73, 2.17], [-3.93, 1.05, -3.11], [-0.24, 1.38, 0.20], [1.67, -0.54, 1.95], [0.89, 0.17, 0.78], [-1.76, 1.74, 0.35], [0.91, 1.00, 0.55], [-2.70, -2.09, -2.21], [0.20, -1.73, 0.65], [0.77, 0.08, 1.00]], "relative_energy_ev": 1.7700, "homo_energy_ha": -0.34341, "e_lumo_ev": 0.06, "charge": 0}

***

{"formula": "C29H32Cl2F8O27", "method": "the ωB97M-V functional and the def2-TZVPD basis", "symbols": ["C", "C", "H", "H", "H", "H", "H", "H", "H", "C", "C", "F", "O", "C", "C", "C", "F", "H", "O", "C", "C", "C", "F", "O", "O", "H", "H", "O", "H", "H", "O", "H", "C", "H", "H", "C", "O", "C", "C", "H", "H", "O", "O", "C", "H", "H", "O", "H", "O", "O", "O", "H", "C", "C", "F", "F", "C", "O", "O", "C", "O", "H", "O", "C", "O", "F", "C", "O", "O", "O", "H", "C", "C", "H", "H", "C", "F", "O", "O", "C", "H", "H", "H", "O", "O", "H", "F", "C", "C", "H", "C", "O", "H", "H", "C", "Cl", "Cl", "O"], "coordinates": [[-2.7681, 3.9305, -0.5495], [-0.8717, -3.4748, 3.0194], [-0.7916, 1.6690, 3.8044], [0.3261, -2.7331, 0.5683], [-0.8197, -0.5009, 0.7908], [2.6915, -1.3549, 3.0055], [0.8823, 0.6644, -0.2425], [-3.3993, 3.6258, 0.2852], [-2.6077, 1.8175, -1.1798], [-1.1380, 1.5623, 1.3352], [-2.0543, -2.6176, 2.5060], [1.3246, 4.5659, -0.6439], [3.7284, -1.8274, -2.4311], [3.3380, 0.4275, -3.0245], [-1.2210, 1.3533, -3.8989], [3.5040, -0.6969, 0.5142], [-0.5047, -0.8271, -4.6590], [3.3119, -1.7414, 0.2691], [2.5809, 2.3912, -2.0986], [-2.4959, -4.8197, 2.3417], [2.2536, 2.5284, -0.7574], [2.5730, -1.4115, -1.8708], [-1.8607, 4.7482, -0.0793], [-0.6227, 0.8204, -6.1269], [-2.8083, 0.6804, -2.3280], [0.4171, 2.9582, 0.1828], [-2.0629, 0.7383, -3.5807], [-1.8923, -0.7716, -0.8465], [0.0238, -3.1027, 2.5217], [1.0051, -0.3056, -1.6505], [2.9774, -5.4361, 4.3130], [-1.1500, -3.0837, -0.0991], [-0.3176, -2.3949, -0.2437], [3.7792, 1.3423, -2.6288], [5.2059, -0.6455, -2.8959], [-3.3312, 1.2395, 0.9171], [2.9220, -3.1124, 4.0856], [0.2768, 0.0860, -0.9404], [-3.0153, 0.8421, 2.3439], [-3.9146, 2.1599, 0.8954], [2.2891, 1.5398, -0.2998], [1.8779, -2.0532, -1.1355], [-2.3530, 3.1308, -2.7130], [-0.6649, -0.8686, -0.2235], [4.2000, -1.0834, -4.3216], [3.0388, 3.1392, -0.3118], [-1.7058, 1.3669, 2.5312], [-3.9653, 0.4736, 0.4705], [-3.1354, -5.7923, 2.0367], [-1.5782, 2.3537, -4.8200], [-2.0395, 1.4645, 0.3665], [-1.0985, 2.6551, -1.0847], [-0.3360, 0.4447, -4.7668], [1.0254, 3.2435, -0.6754], [2.6782, 0.7223, -4.2098], [0.8886, 1.3737, 4.8774], [-3.3140, 4.0296, -2.8022], [-1.6711, 2.4954, -7.1673], [-3.5520, 4.5494, -1.5284], [4.1949, -0.8201, -3.2638], [0.0202, 1.9479, 1.2470], [-2.1873, -1.6839, 3.0525], [2.1532, -4.4110, 2.4747], [2.7664, -4.4110, 3.6171], [-3.0619, -3.5797, 2.4530], [-1.8005, -2.1749, 1.2394], [-1.3583, 1.9078, -6.1291], [2.3789, -0.0946, -2.1953], [-3.7607, 4.4614, -3.8665], [0.4674, 2.9769, -1.9196], [-3.7807, 1.0948, 3.0777], [-2.1511, 2.7957, -1.3307], [-1.8205, 0.2663, -1.7088], [-0.7928, 1.8286, -3.0164], [0.7227, 0.5236, -4.5196], [-0.7763, -0.1264, 4.9785], [3.2570, -2.9301, 1.3013], [1.1664, 2.2564, -3.9291], [-0.1683, -1.8788, 2.0845], [-0.1235, 0.8717, 4.1302], [-0.1918, -0.5500, 5.7952], [0.1052, -2.7492, -1.1838], [1.1820, -2.1083, 3.6068], [-0.6234, 0.8879, -1.7145], [-1.1888, -1.0594, 4.0465], [-0.7862, -3.4152, 4.1044], [-2.9119, -0.4739, 2.4366], [1.4323, 2.5044, -2.7727], [2.1829, -2.2953, 3.2179], [3.8437, -0.2155, -0.4029], [-0.3752, -0.9956, 2.9492], [-1.1778, -4.7651, 2.6127], [-1.6593, 0.3932, 5.3507], [1.3261, -2.8556, 1.2271], [2.1441, -3.0777, 1.9124], [2.0945, 0.0275, 1.1721], [4.8592, -0.7259, 1.7475], [0.3407, 0.1749, 2.9725]], "forces_ev_per_angstrom": [[-1.61, -1.71, -2.04], [-0.63, -2.41, 1.02], [1.61, -0.07, 1.28], [-0.80, 0.45, -2.09], [0.38, -0.25, -0.54], [0.00, -0.22, 0.71], [-1.58, 0.12, -1.07], [-0.10, 0.42, -0.13], [-0.74, 3.12, -0.75], [1.73, 2.01, 0.08], [-0.29, -2.97, 0.76], [-0.12, 1.33, 0.19], [-2.09, -0.71, 0.67], [1.24, -2.22, -2.72], [0.87, -0.61, -3.29], [2.19, -0.25, -0.26], [-1.94, -4.30, 0.53], [0.32, 1.57, -0.05], [-1.21, 1.78, -1.00], [-1.05, -1.79, -0.49], [4.04, -0.96, 2.16], [1.09, -1.31, -0.45], [1.78, 1.88, 0.97], [0.73, -1.24, 1.09], [0.16, -3.85, 3.71], [0.21, 1.00, -1.37], [0.90, 0.99, -2.47], [-0.82, 1.44, -2.36], [-0.49, -4.25, 1.83], [-3.02, 0.10, 1.22], [-0.25, 4.17, -2.90], [0.02, 0.64, -0.89], [0.36, -1.57, -1.92], [0.50, -1.26, -0.56], [0.24, 0.16, -0.53], [-1.11, 0.06, 1.18], [0.31, -1.33, -0.25], [-0.41, -0.72, -0.40], [-0.73, 1.30, -0.79], [0.20, -0.09, 0.02], [-0.06, 0.73, -0.18], [2.17, 0.85, -1.49], [-0.23, 0.53, 1.55], [2.01, -2.14, 0.58], [-0.10, -0.20, 0.15], [0.07, -0.14, 0.25], [-3.46, -0.04, -1.17], [0.76, -0.22, -0.61], [1.08, 1.27, 0.48], [-0.62, -0.03, -3.29], [0.57, -1.37, 3.17], [-1.32, 0.89, -0.55], [2.25, 3.19, 0.13], [-1.00, 1.37, -0.50], [2.18, -1.01, 0.42], [0.99, 0.32, -0.42], [-0.05, 2.35, -3.03], [0.41, -1.43, 3.09], [-1.09, 0.47, -0.37], [2.36, 1.44, -0.48], [-3.40, -1.89, 1.26], [-1.67, -3.66, -0.21], [-0.90, -0.07, -2.76], [0.46, -3.22, 5.36], [-0.42, 0.68, 0.03], [-6.68, -1.50, -0.17], [-0.91, 3.43, -1.21], [0.89, -0.26, 0.53], [0.64, -1.28, 3.90], [0.72, 0.55, -0.81], [0.54, 0.89, 0.21], [-0.53, 1.23, -0.41], [-2.60, -0.48, -0.46], [-0.30, -0.14, -2.72], [-0.42, 0.49, -0.95], [-1.40, 0.94, 0.95], [3.37, -1.75, -1.26], [1.28, 2.79, 3.27], [3.49, 14.07, 4.61], [2.02, 1.80, 1.20], [0.21, 0.03, -0.23], [-0.26, 0.59, 0.12], [0.92, -0.38, 0.44], [-0.96, -3.71, 1.93], [1.55, -0.82, 0.03], [-0.10, -0.09, 0.21], [-1.27, 0.41, -0.69], [-2.26, 0.88, -3.00], [0.25, 0.99, -0.32], [0.25, 0.63, 0.66], [3.49, -1.05, -2.24], [-1.35, -1.47, -0.14], [-0.17, -0.52, 0.57], [1.10, -0.91, 0.72], [-2.15, -1.16, 3.47], [1.24, -0.40, 1.28], [-0.44, 0.48, -0.91], [-1.04, -1.34, 1.89]], "homo_energy_ha": -0.33644, "smiles": "O=C1OC[C@@H](F)O1.O=C1OC[C@@H](F)O1.O=C1OC[C@@H](F)O1.O=C1OC[C@@H](F)O1.O=C1OC[C@@H](F)O1.O=C1OC[C@@H](F)O1.O=C1OC[C@@H](F)O1.O=C1OC[C@@H](F)O1.C[C@H]1COC(=O)O1.ClCCl", "e_lumo_ev": -0.95, "charge": 0}

***

> Which formula does entry 2 have?

C3H10Cl2OSi2